This record from the Open Molecules 2025 dataset describes a structure of composition C28H32N4Sr. The level of theory is ωB97M-V with the def2-TZVPD basis set.

The HOMO energy comes out at -14.8908 eV. For the energy relative to the best compared isomer or geometry (same formula, charge and spin), the calculation gives 0.0 kJ/mol. The total energy comes out at -1335.5564 Ha. Its net charge is +2.

CARTESIAN COORDINATES (ANGSTROEM)
Sr  -0.227  0.097  -0.413
C  2.413  0.122  1.440
N  2.290  0.461  0.010
C  2.693  1.850  -0.273
C  1.639  2.909  -0.042
C  1.997  4.118  0.533
C  1.060  5.138  0.608
C  -0.212  4.916  0.108
C  -0.494  3.676  -0.436
N  0.402  2.687  -0.515
C  3.070  -0.480  -0.808
C  2.576  -1.908  -0.753
C  3.492  -2.936  -0.928
C  3.054  -4.249  -0.893
C  1.710  -4.495  -0.659
C  0.865  -3.415  -0.497
N  1.270  -2.140  -0.556
C  1.438  0.810  2.371
C  1.917  1.414  3.522
C  1.022  1.976  4.422
C  -0.331  1.925  4.136
C  -0.730  1.307  2.964
N  0.122  0.753  2.098
H  3.430  0.353  1.781
H  2.282  -0.958  1.539
H  2.968  1.903  -1.329
H  3.595  2.106  0.296
H  3.002  4.265  0.905
H  1.323  6.091  1.046
H  -0.974  5.682  0.133
H  -1.481  3.468  -0.833
H  4.125  -0.476  -0.506
H  3.043  -0.128  -1.842
H  4.538  -2.707  -1.082
H  3.752  -5.064  -1.029
H  1.319  -5.500  -0.596
H  -0.188  -3.574  -0.306
H  2.980  1.440  3.718
H  1.379  2.445  5.328
H  -1.068  2.350  4.802
H  -1.784  1.253  2.715
C  -4.806  -0.277  0.574
C  -3.872  -1.451  0.314
C  -2.942  -1.678  1.510
C  -3.046  -1.314  -0.950
C  -2.383  -2.435  -1.463
C  -1.581  -2.355  -2.589
C  -1.402  -1.147  -3.270
C  -0.558  -1.079  -4.512
C  -2.067  -0.030  -2.770
C  -2.879  -0.111  -1.633
H  -5.435  -0.484  1.438
H  -5.460  -0.081  -0.276
H  -4.251  0.641  0.795
H  -4.482  -2.351  0.193
H  -2.301  -0.802  1.677
H  -2.298  -2.550  1.375
H  -3.510  -1.826  2.429
H  -2.525  -3.395  -0.979
H  -1.099  -3.251  -2.963
H  -0.484  -0.062  -4.891
H  -0.994  -1.696  -5.299
H  0.449  -1.460  -4.331
H  -1.969  0.924  -3.278
H  -3.379  0.786  -1.284

Charges per atom according to Mulliken partitioning, unit e: atom 1 (Sr): 1.80, atom 2 (C): -0.81, atom 3 (N): 0.67, atom 4 (C): -1.23, atom 5 (C): 0.69, atom 6 (C): -0.79, atom 7 (C): -0.49, atom 8 (C): -0.82, atom 9 (C): -0.32, atom 10 (N): 0.01, atom 11 (C): -0.94, atom 12 (C): 0.28, atom 13 (C): -1.00, atom 14 (C): -0.55, atom 15 (C): -0.88, atom 16 (C): -0.64, atom 17 (N): 0.76, atom 18 (C): 0.46, atom 19 (C): -0.90, atom 20 (C): -0.53, atom 21 (C): -0.95, atom 22 (C): -0.31, atom 23 (N): 0.25, atom 24 (H): 0.31, atom 25 (H): 0.42, atom 26 (H): 0.53, atom 27 (H): 0.34, atom 28 (H): 0.43, atom 29 (H): 0.46, atom 30 (H): 0.45, atom 31 (H): 0.46, atom 32 (H): 0.42, atom 33 (H): 0.49, atom 34 (H): 0.50, atom 35 (H): 0.45, atom 36 (H): 0.50, atom 37 (H): 0.48, atom 38 (H): 0.46, atom 39 (H): 0.46, atom 40 (H): 0.47, atom 41 (H): 0.39, atom 42 (C): -1.72, atom 43 (C): 0.74, atom 44 (C): -1.09, atom 45 (C): 0.02, atom 46 (C): -0.24, atom 47 (C): -0.79, atom 48 (C): 1.32, atom 49 (C): -1.53, atom 50 (C): -1.26, atom 51 (C): -0.54, atom 52 (H): 0.43, atom 53 (H): 0.43, atom 54 (H): 0.26, atom 55 (H): 0.47, atom 56 (H): -0.05, atom 57 (H): 0.27, atom 58 (H): 0.52, atom 59 (H): 0.73, atom 60 (H): 0.47, atom 61 (H): 0.41, atom 62 (H): 0.37, atom 63 (H): 0.32, atom 64 (H): 0.35, atom 65 (H): 0.34